# C4H12NO3

A molecular structure, C4H12NO3 in a non-equilibrium geometry (the ωB97M-V functional and the def2-TZVPD basis, the Open Molecules 2025 dataset).

Atoms and positions in Å:
C  1.72188  0.61947  1.20155
C  0.45770  -0.11208  0.62870
C  0.36093  -0.06486  -0.96572
C  -1.28714  -0.92176  -1.46291
N  -0.71814  0.68073  1.18457
O  0.31734  1.16148  -1.50428
O  -0.89081  -2.02866  -2.07502
O  -2.03081  -0.89224  -0.27880
H  2.66638  0.00499  1.11259
H  1.86800  1.57183  0.72272
H  1.48074  0.98104  2.16276
H  0.48758  -1.19967  1.01049
H  1.04139  -0.80599  -1.45867
H  -1.81253  -0.17249  -2.17048
H  -0.61906  0.56906  2.16871
H  -1.61910  0.32880  0.64711
H  -0.56231  1.64109  0.90432
H  -0.22871  1.16039  -2.22563
H  -0.54431  -2.59121  -1.28258
H  -2.86192  -1.44642  -0.30171

Forces on the atoms, in the same order (eV/Å):
C 0.171 -0.902 -1.497
C 1.305 -0.251 -1.885
C 8.073 0.471 4.325
C -8.797 1.135 -4.551
N -0.392 -0.909 -2.182
O 1.332 -0.068 3.753
O 0.840 -1.254 3.354
O -0.428 -1.871 -0.181
H -1.255 0.738 0.389
H 0.210 0.232 -0.972
H 0.222 -0.374 1.869
H -0.596 1.774 -0.583
H -0.870 0.590 0.308
H 1.296 -1.324 0.690
H -0.887 0.176 1.077
H 1.360 0.151 1.681
H 0.082 0.453 0.179
H -2.418 0.284 -3.730
H -0.277 0.349 -1.964
H 1.028 0.599 -0.080

Values from the calculation:
E_HOMO (alpha / beta): -0.2904 / -0.5564 hartree
E_LUMO (alpha / beta): -3.108 / -6.161 eV
Total charge: +1
Spin multiplicity: 3
Orbital gap (alpha / beta): 4.79 / 8.98 eV

Atom charges from the Mulliken analysis, given in e for atoms 1 to 2:
1 C -1.380
2 C 0.131

***

# C14H10I2N10O2ReS

A molecular structure, C14H10I2N10O2ReS in a non-equilibrium geometry (the ωB97M-V functional and the def2-TZVPD basis, the Open Molecules 2025 dataset).

Atoms and positions in Å:
Re  -0.77572  0.79663  0.12109
C  0.41777  -1.31953  -3.50698
C  0.32895  -0.46237  -2.29669
N  -0.79140  -0.13876  -1.71926
N  -1.98895  -0.51879  -2.26773
C  -3.15589  -0.28486  -1.62376
N  -4.28760  -0.55485  -2.24234
S  -3.18172  0.33089  -0.03452
C  1.50747  0.09531  -1.62764
C  2.80796  -0.05425  -2.07700
C  3.85144  0.49066  -1.33678
C  3.57119  1.17185  -0.16533
C  2.24574  1.32154  0.21190
N  1.24598  0.80598  -0.50029
H  -0.29262  -2.14647  -3.45418
H  0.21909  -0.75130  -4.42100
H  1.40660  -1.75446  -3.61199
H  -1.98468  -0.92063  -3.19614
H  -4.34255  -0.93684  -3.17549
H  -5.16001  -0.38834  -1.76059
H  3.02366  -0.59268  -2.98746
H  4.87164  0.38025  -1.67732
H  4.36031  1.57786  0.45051
H  1.97382  1.87721  1.10125
I  -1.12372  3.53868  -0.60977
I  -0.23209  4.74896  1.59268
O  -0.27988  -1.00242  0.98104
N  0.97352  -1.35316  1.06469
C  1.38764  -2.35500  1.73659
C  0.55605  -3.23838  2.50506
N  -0.15348  -3.89464  3.12430
C  2.80539  -2.56997  1.69911
N  3.94251  -2.69810  1.61022
O  -0.95933  1.48259  1.95309
N  -1.25813  0.81799  3.04333
C  -1.88422  1.36730  4.01016
C  -2.33159  2.73472  3.97317
N  -2.66949  3.82350  3.83632
C  -2.19072  0.58792  5.16846
N  -2.45293  -0.01407  6.10929

Forces on the atoms, in the same order (eV/Å):
Re -0.052 -1.238 2.111
C -0.047 -0.040 -0.103
C -0.212 -0.037 0.007
N 0.178 -0.023 -0.653
N -0.323 -0.237 -0.392
C 0.187 -0.034 0.031
N 0.081 -0.032 0.013
S 0.504 0.252 0.273
C 0.454 0.133 0.126
C -0.330 -0.113 -0.028
C 0.050 0.137 0.214
C 0.054 -0.157 -0.214
C 0.017 0.119 0.123
N -0.111 0.368 0.022
H 0.010 -0.023 0.031
H -0.028 0.080 0.040
H 0.001 -0.007 0.037
H 0.066 0.028 0.001
H 0.019 -0.019 0.004
H -0.018 -0.037 -0.009
H -0.025 -0.021 -0.011
H 0.016 -0.043 0.013
H -0.023 0.067 0.007
H -0.019 -0.065 0.025
I 0.055 -0.203 0.020
I 0.075 0.031 -0.223
O -1.714 0.527 -0.307
N 1.900 0.826 -0.826
C -0.858 -0.343 0.398
C -0.278 0.059 0.113
N 0.039 -0.013 -0.072
C 0.235 0.046 -0.161
N -0.052 0.012 0.025
O -0.112 1.585 -0.908
N 0.305 -2.438 0.749
C -0.070 0.909 -0.444
C -0.078 0.282 -0.208
N -0.002 -0.092 0.084
C 0.108 -0.282 0.128
N -0.005 0.036 -0.038

Values from the calculation:
E_HOMO (alpha / beta): -0.5592 / -0.5693 hartree
E_LUMO (alpha / beta): -8.198 / -9.039 eV
Total charge: +2
Spin multiplicity: 4
Orbital gap (alpha / beta): 7.02 / 6.45 eV

Atom charges from the Mulliken analysis, given in e for atoms 1 to 2:
1 Re 0.450
2 C -1.832

***

> Which of these has the highest total charge?

C14H10I2N10O2ReS

***

> Which of these has the lowest spin multiplicity?

C4H12NO3

***

> Which of these has the highest spin multiplicity?

C14H10I2N10O2ReS

***

> total charge of number 1 (C4H12NO3)?

+1